Entry 1:
Below is a cluster of 2 separate species, C5H12NO in total in a non-equilibrium geometry, with properties calculated with ωB97M-V/def2-TZVPD.

The calculation puts the orbital gap at 10.014 eV. The value obtained for the relative energy (zero: lowest compared OMol25 entry of this formula, charge and spin) is 84.83 kcal per mole. Its charge is +1. The total energy is -327.324395 Ha. Its molar mass is 102.16 g/mol. The calculation puts the max |F| at 5.23 eV Å⁻¹. The value obtained for the LUMO energy is -3.5 eV.

```
19
Properties=species:S:1:pos:R:3:forces:R:3:mulliken_charge:R:1
O -1.5063 0.7145 -1.3183 1.4 -0.5 -1.6 -0.4009
N -1.8836 -0.3773 0.7349 1.4 1.2 -0.1 -0.1928
C 1.0894 -0.4298 0.2846 0.5 -0.6 0.2 0.1793
C 1.3617 0.8450 0.3286 -1.8 0.0 1.3 0.1851
C 2.7698 1.2409 0.5806 0.4 -0.9 -2.6 -1.3799
C -2.4448 0.3225 -0.4832 -3.6 2.8 2.6 -0.2973
C 1.2588 -1.7293 0.1487 -1.3 0.0 3.6 -0.7805
H -1.7917 0.2178 1.6006 0.3 -0.5 -1.3 0.3819
H -2.5702 -1.0365 0.9591 -0.9 -1.9 0.7 0.3785
H -3.3495 -0.1767 -0.7979 0.8 -1.6 -1.4 0.3830
H -0.9369 -0.8156 0.4258 -1.1 0.3 0.9 0.0151
H 1.3221 -2.0625 -0.8114 0.4 -1.3 -2.6 0.3321
H 1.1751 -2.5136 1.0066 0.2 1.7 -1.6 0.2950
H 0.5620 1.6531 0.3966 1.1 -1.0 -0.2 0.3004
H 3.2537 1.0087 1.4802 0.1 -0.6 1.5 0.3594
H -3.1018 1.1968 -0.1478 1.4 -0.3 0.6 0.3514
H 2.7358 2.2624 0.4566 0.7 2.4 -0.2 0.3994
H 3.3759 0.7949 -0.2442 -0.2 0.5 0.6 0.2950
H -0.7990 1.1412 -0.8192 0.1 0.3 -0.4 0.1958
```
Positions in Å, forces in eV/Å.

=====

Entry 2:
Below is a cluster of 2 separate species, C5H12NO in total in a non-equilibrium geometry, with properties calculated with ωB97M-V/def2-TZVPD.

The calculation puts the orbital gap at 8.925 eV. The value obtained for the relative energy (zero: lowest compared OMol25 entry of this formula, charge and spin) is 55.80 kcal per mole. Its charge is +1. The total energy is -327.370656 Ha. Its molar mass is 102.16 g/mol. The calculation puts the max |F| at 3.15 eV Å⁻¹. The value obtained for the LUMO energy is -5.4 eV.

```
19
Properties=species:S:1:pos:R:3:forces:R:3:mulliken_charge:R:1
O 2.8191 1.4146 -0.7114 2.9 1.2 0.3 -0.6020
N 0.0106 -0.9998 1.6321 1.3 2.8 -0.1 -0.0179
C -2.1857 -0.8346 0.6809 -2.1 1.2 0.6 -0.8436
C -1.1841 0.3967 -1.7867 0.2 1.7 0.8 -1.5596
C -0.1387 0.0441 -0.6641 -1.2 -1.0 -1.3 -0.0538
C 1.0825 -0.3349 1.9792 0.4 -0.2 0.4 -0.1910
C -0.8799 -0.5155 0.5443 -0.9 -1.8 0.7 0.4294
H 2.8424 0.7523 -1.3871 -0.4 -0.8 -0.8 0.3091
H -0.2750 -1.7260 2.2758 0.0 -0.9 -0.5 0.3096
H 3.7951 1.7347 -0.7917 -2.6 -0.5 0.5 0.3195
H 1.2829 0.7610 1.7538 -0.3 -1.7 -0.6 0.2769
H 0.3955 0.9157 -0.3459 0.5 0.6 -0.1 0.3962
H 0.5749 -0.6924 -1.1264 -0.5 0.4 1.0 0.3069
H -1.8609 -0.4496 -1.9826 0.0 0.6 0.3 0.3845
H 1.8847 -0.8512 2.5816 -1.4 0.6 -0.2 0.2978
H -0.7549 0.6790 -2.7617 0.4 -0.3 0.6 0.3726
H -2.9609 -0.4380 -0.0804 1.7 -0.9 1.1 0.2550
H -2.7837 -1.2320 1.6319 2.1 0.6 -2.0 0.2574
H -1.6639 1.3759 -1.4416 -0.1 -1.6 -0.5 0.3532
```
Positions in Å, forces in eV/Å.

=====

Entry 3:
Below is a cluster of 2 separate species, C5H12NO in total in a non-equilibrium geometry, with properties calculated with ωB97M-V/def2-TZVPD.

The calculation puts the orbital gap (spin up / spin down) at 9.914 / 5.923 eV. The value obtained for the relative energy (zero: lowest compared OMol25 entry of this formula, charge and spin) is 79.78 kcal per mole. Its charge is +2. The multiplicity is 2. As for the expectation value of S²: 0.754. The total energy is -326.855912 Ha. Its molar mass is 102.16 g/mol. The calculation puts the max |F| at 4.59 eV Å⁻¹. The value obtained for the LUMO energy (spin up / spin down) is -9.9 / -13.9 eV.

```
19
Properties=species:S:1:pos:R:3:forces:R:3:mulliken_charge:R:1
O -1.9996 0.0215 1.6003 0.5 1.1 2.0 -0.5645
N -0.7913 -0.4553 -0.9461 -0.2 0.7 -0.6 0.0912
C 1.0188 0.9270 -1.7893 0.9 -0.7 -4.4 -0.5397
C 1.7054 -0.8768 0.9362 -0.4 -1.0 -1.5 -1.0825
C 0.9948 0.5066 0.6337 0.4 0.9 -1.1 -0.1343
C -2.0594 -0.1661 -0.9153 0.5 0.4 0.2 -0.0341
C 0.3684 0.4314 -0.7042 -1.2 -0.9 3.0 0.2260
H 0.4304 0.7670 1.5072 -0.8 0.0 0.2 0.1791
H 1.0588 -1.7593 1.0128 -0.5 0.6 0.9 0.3426
H 2.0812 -1.1082 -0.0537 1.6 -0.2 0.3 0.4393
H -2.6099 -0.0600 2.3650 -0.4 -0.6 -0.8 0.3294
H -2.4122 0.8424 -0.6864 0.3 -0.2 0.1 0.2779
H 0.8810 0.5261 -2.8312 -0.9 0.0 1.0 0.3224
H 1.7492 1.2936 0.4903 0.1 -0.4 0.5 0.3979
H -0.5059 -1.3687 -1.3050 -0.2 -0.2 0.1 0.3781
H 2.4307 -0.7988 1.7570 -0.2 0.2 -0.5 0.3537
H 1.8725 1.5563 -1.9778 0.3 0.8 1.5 0.3457
H -1.3872 0.6225 2.1004 -0.4 -0.5 -1.0 0.3175
H -2.8258 -0.9014 -1.1937 0.6 -0.1 0.2 0.3543
```
Positions in Å, forces in eV/Å.

=====

Entry 4:
Below is the ion C5H12NO with charge +2 in a non-equilibrium geometry, with properties calculated with ωB97M-V/def2-TZVPD.

The calculation puts the orbital gap (spin up / spin down) at 8.721 / 5.081 eV. The value obtained for the relative energy (zero: lowest compared OMol25 entry of this formula, charge and spin) is 97.72 kcal per mole. Its charge is +2. The multiplicity is 2. As for the expectation value of S²: 0.760. The total energy is -326.827312 Ha. Its molar mass is 102.16 g/mol. The calculation puts the max |F| at 4.87 eV Å⁻¹. The value obtained for the LUMO energy (spin up / spin down) is -11.1 / -14.7 eV.

```
19
Properties=species:S:1:pos:R:3:forces:R:3:mulliken_charge:R:1
O -0.6512 -2.9990 0.0265 3.4 2.8 2.1 -0.0611
N -1.5758 -0.4869 0.5385 -1.6 -4.3 0.2 -0.5567
C 0.7924 0.2456 -0.3335 0.0 0.3 -0.2 0.5235
C -0.1844 0.8093 -1.5073 2.0 -2.6 -2.2 -1.3145
C 1.2861 1.5948 0.3973 2.1 0.1 1.2 -1.3718
C -0.0461 -0.6563 0.6287 -1.5 0.7 -0.5 -0.1377
C 0.1982 -2.2503 0.5525 -2.2 -1.7 -2.0 0.0909
H 1.5194 2.1757 -0.4730 0.1 0.5 -0.5 0.4583
H -0.0089 1.8687 -1.7274 0.4 -0.5 -0.1 0.4406
H -0.1360 0.1550 -2.5218 0.1 1.6 2.3 0.3094
H 1.1854 -2.5884 0.9762 -0.5 -0.2 -0.3 0.4508
H 2.3535 1.5971 0.9239 -2.5 -0.7 -0.7 0.3629
H -1.9957 -0.8071 -0.3998 0.8 1.0 1.3 0.4126
H -1.9909 -1.2605 1.2060 0.6 2.0 -1.1 0.4263
H 1.7281 -0.4464 -0.5295 -1.6 1.9 -0.5 0.4201
H -1.1981 0.7868 -1.2095 -1.0 0.0 0.3 0.3548
H 0.1700 -0.3724 1.6319 0.5 -0.3 1.2 0.4924
H -2.0255 0.3798 0.8299 0.4 0.6 0.0 0.3367
H 0.5795 2.2546 0.9905 0.4 -1.4 -0.6 0.3623
```
Positions in Å, forces in eV/Å.

=====

Entry 5:
Below is the ion C5H12NO2 with charge -1 in a non-equilibrium geometry, with properties calculated with ωB97M-V/def2-TZVPD.

The calculation puts the orbital gap at 6.242 eV. The value obtained for the relative energy (zero: lowest compared OMol25 entry of this formula, charge and spin) is 81.81 kcal per mole. Its charge is -1. The total energy is -402.899079 Ha. Its molar mass is 118.16 g/mol. The calculation puts the max |F| at 2.61 eV Å⁻¹. The value obtained for the LUMO energy is 3.9 eV. As for the SMILES: CN[C@@H](C[O-])[C@@H](C)O.

```
20
Properties=species:S:1:pos:R:3:forces:R:3:mulliken_charge:R:1
O -0.7483 -2.4268 0.2281 0.3 -0.3 -0.1 -0.9176
O 0.2496 1.5183 -1.5108 0.2 -0.2 0.4 -0.6374
N -0.6188 0.9251 0.9796 0.4 -0.9 0.9 -0.7303
C 0.1740 -0.1558 0.2644 -2.0 1.0 -0.2 0.4466
C 1.0521 0.6079 -0.7025 0.2 -0.3 -2.6 -0.1595
C -0.8861 -1.2193 -0.3455 0.3 -0.6 1.3 -0.6271
C 1.6779 -0.2896 -1.7921 0.6 -1.3 1.1 -1.2317
C -1.0739 0.3533 2.2743 -0.1 1.8 -0.1 -0.9211
H 1.0522 -1.1692 -1.9378 -0.2 0.2 -0.2 0.2872
H 1.8242 1.2201 -0.2259 0.0 -0.1 0.3 0.3654
H -0.1589 2.0732 -0.8494 -0.4 0.5 0.2 0.3416
H 0.7303 -0.6833 1.0348 0.2 -0.2 -0.2 0.3333
H -0.8107 -1.2657 -1.4479 -0.1 0.5 -0.2 0.3589
H -0.1767 0.3825 2.8926 -0.2 -0.8 0.3 0.3123
H -1.6331 -0.5789 2.2107 0.6 -0.5 -0.1 0.3245
H 2.6129 -0.7497 -1.4403 0.1 0.3 0.1 0.3193
H -1.4616 1.0573 0.4474 -0.3 -0.1 -0.4 0.2725
H 1.8807 0.1527 -2.7609 -0.1 0.6 0.1 0.3618
H -1.7633 1.0660 2.7596 0.1 0.0 -0.2 0.3394
H -1.9227 -0.8181 -0.0784 0.5 0.4 -0.5 0.1617
```
Positions in Å, forces in eV/Å.

=====

Entry 6:
Below is a cluster of 2 separate species, C5H12NO2 in total in a non-equilibrium geometry, with properties calculated with ωB97M-V/def2-TZVPD.

The calculation puts the orbital gap at 6.707 eV. The value obtained for the relative energy (zero: lowest compared OMol25 entry of this formula, charge and spin) is 79.49 kcal per mole. Its charge is -1. The total energy is -402.902778 Ha. Its molar mass is 118.16 g/mol. The calculation puts the max |F| at 1.82 eV Å⁻¹. The value obtained for the LUMO energy is 3.8 eV.

```
20
Properties=species:S:1:pos:R:3:forces:R:3:mulliken_charge:R:1
O -2.6286 -1.9770 2.3354 0.2 0.0 -0.2 -0.7387
O -0.6030 -0.1749 -2.6311 0.1 0.4 -0.4 -0.9150
N -1.0203 -1.1239 -0.2720 0.4 0.2 0.7 -0.5192
C 0.8151 0.2453 0.8735 0.4 -1.2 -0.4 -0.2868
C 0.2781 -0.4539 -0.4148 0.4 1.1 -1.4 -0.0220
C 0.1898 0.4600 -1.7568 -0.6 -0.5 1.0 -0.4418
C 2.4893 2.1321 0.6712 1.0 0.6 0.7 -0.8306
C 1.2632 1.6539 0.7135 -0.9 0.0 -0.5 -0.1620
H 1.0144 -1.1546 -0.8184 0.1 -0.4 0.7 0.1572
H -2.0813 -1.2068 2.1262 0.0 0.1 0.0 0.3505
H -0.7829 -2.0869 -0.4507 -0.5 -0.4 0.0 0.2937
H 2.6805 3.1795 0.4933 -0.3 0.3 -0.2 0.2470
H 1.2500 0.6249 -2.0521 0.0 0.0 -0.1 0.2441
H 0.0464 0.1065 1.6345 0.0 0.3 0.1 0.1041
H -1.4839 -0.8133 -1.1431 0.0 -0.2 -0.3 0.2420
H -2.5323 -2.4263 1.4852 -0.1 -0.1 0.1 0.3450
H 1.6697 -0.3635 1.1634 0.2 0.0 0.5 0.2213
H -0.1829 1.4579 -1.4237 -0.1 0.2 -0.2 0.1272
H 0.4612 2.3425 0.4681 0.0 0.1 0.1 0.3158
H 3.4167 1.6364 0.9467 -0.3 -0.7 -0.2 0.2681
```
Positions in Å, forces in eV/Å.